(1)
Density functional theory data (ωB97M-V/def2-TZVPD) for C6H7IN4O in the gas phase.

Results
* frontier orbital gap (alpha / beta): 8.480 / 6.791 eV

XYZ file:
```
19
C6H7IN4O (ωB97M-V/def2-TZVPD)
C 1.602 -2.457 -0.497
C 0.698 -0.092 0.357
C 0.029 -0.834 -0.524
C 1.920 -0.613 0.960
C -1.963 0.913 -0.131
C -1.909 1.875 -1.370
N 0.441 -2.030 -0.926
N 2.307 -1.804 0.474
N 0.286 1.217 0.795
N -1.135 1.219 0.969
O 2.596 0.008 1.728
I -3.620 -0.312 0.104
H 2.144 -3.124 -1.122
H -3.000 2.170 -1.623
H -1.508 1.312 -2.192
H -1.380 2.797 -1.312
H 3.136 -2.258 0.875
H 0.818 1.448 1.594
H -1.464 0.563 1.842
```

These are the natural (NBO) partial charges, in e, on atoms 1 to 2:
1. C 0.264
2. C -0.116

(2)
Density functional theory data (ωB97M-V/def2-TZVPD) for C6H7LiMgO6 as an isolated structure.

Results
* frontier orbital gap: 6.555 eV
* ΔE to the lowest compared entry with this formula, charge and spin: 89.6 kcal per mole
* net charge: +2

XYZ file:
```
21
C6H7LiMgO6 (ωB97M-V/def2-TZVPD)
Mg -0.568 -3.121 -0.512
O 0.026 -1.282 -0.863
O -1.614 0.229 0.002
C -2.885 -0.377 0.255
C -2.551 -1.402 1.327
O -1.210 -1.792 0.953
C -0.634 -0.701 0.183
H -3.575 0.400 0.595
H -3.266 -0.849 -0.661
H -3.191 -2.288 1.312
H -2.521 -0.965 2.333
Li 3.939 3.276 -2.869
O 3.710 1.280 -2.461
O 2.541 0.636 -0.656
C 1.521 0.889 0.122
C 0.708 -0.221 0.608
O 2.968 2.862 -1.088
C 3.070 1.709 -1.505
H 1.763 1.745 0.772
H 1.378 -1.000 1.004
H 0.391 0.974 1.148
```

These are the natural (NBO) partial charges, in e, on atoms 1 to 2:
1. Mg 1.818
2. O -0.964

(3)
Density functional theory data (ωB97M-V/def2-TZVPD) for C6H7LiNdO6 as an isolated structure.

Results
* frontier orbital gap (alpha / beta): 5.778 / 5.890 eV
* ΔE to the lowest compared entry with this formula, charge and spin: 0.0 kcal per mole
* spin multiplicity: 5
* ⟨S²⟩: 6.003
* net charge: +2

XYZ file:
```
21
C6H7LiNdO6 (ωB97M-V/def2-TZVPD)
O 4.536 -0.078 -0.573
C 3.472 0.217 -0.025
O 3.313 1.238 0.689
O 2.409 -0.650 -0.239
C 1.302 -0.431 0.447
C 0.561 -1.618 0.788
Nd 6.480 1.807 0.573
H 0.045 -1.583 1.756
H 1.122 -2.543 0.605
Li 1.613 1.509 1.537
C -0.593 -1.187 -0.348
C -1.446 0.004 0.044
O -2.627 -0.017 -0.759
C -3.443 1.018 -0.654
O -3.333 1.932 0.126
O -4.348 0.937 -1.621
H -1.225 -2.084 -0.386
H -0.249 -1.099 -1.387
H -0.930 0.960 -0.111
H -1.718 -0.029 1.108
H -4.941 1.697 -1.571
```

These are the natural (NBO) partial charges, in e, on atoms 1 to 2:
1. O -0.759
2. C 1.003

(4)
Density functional theory data (ωB97M-V/def2-TZVPD) for C6H7LiO3Rh as an isolated structure.

Results
* frontier orbital gap (alpha / beta): 8.399 / 7.597 eV
* spin multiplicity: 5
* ⟨S²⟩: 6.013
* net charge: +3

XYZ file:
```
18
C6H7LiO3Rh (ωB97M-V/def2-TZVPD)
O -1.757 -1.801 -0.340
C 0.114 -1.648 -0.977
C -0.347 -2.006 0.424
O -0.052 -1.226 1.426
H -2.008 -2.699 -0.577
H 0.049 -2.045 -1.996
H 1.153 -2.028 -0.935
H -0.237 -3.088 0.634
Rh 0.464 0.396 2.014
C -0.135 0.046 -1.742
C 0.102 1.128 -0.882
C 0.336 2.042 -0.078
C 0.529 2.894 0.989
O 0.720 2.418 2.164
Li 1.127 3.510 3.729
H 0.590 0.022 -2.565
H -1.156 0.100 -2.145
H 0.509 3.984 0.856
```

These are the natural (NBO) partial charges, in e, on atoms 1 to 2:
1. O -0.362
2. C -0.454

(5)
Density functional theory data (ωB97M-V/def2-TZVPD) for C6H7N in the gas phase.

Results
* frontier orbital gap: 10.685 eV
* ΔE to the lowest compared entry with this formula, charge and spin: 19.1 kcal per mole

XYZ file:
```
14
C6H7N (ωB97M-V/def2-TZVPD)
N 2.541 -1.800 0.977
C 1.816 -1.005 0.552
C 0.887 -0.007 0.017
C -0.075 0.578 1.085
C -1.331 0.827 0.289
C -1.306 0.218 -0.894
C -0.028 -0.555 -1.110
H 1.488 0.813 -0.391
H -0.255 -0.139 1.896
H 0.339 1.483 1.540
H -2.159 1.413 0.677
H -2.111 0.226 -1.622
H -0.198 -1.633 -0.996
H 0.417 -0.401 -2.099
```

These are the natural (NBO) partial charges, in e, on atoms 1 to 2:
1. N -0.330
2. C 0.295

(6)
Density functional theory data (ωB97M-V/def2-TZVPD) for C6H7N as an isolated structure.

Results
* frontier orbital gap: 9.040 eV
* ΔE to the lowest compared entry with this formula, charge and spin: 132.1 kcal per mole

XYZ file:
```
14
C6H7N (ωB97M-V/def2-TZVPD)
C 0.188 -1.488 -0.097
C -2.029 -0.048 -0.484
C -1.182 -0.892 0.205
C 0.727 -0.297 0.143
C -1.433 1.121 0.180
C 2.152 0.084 0.002
N -0.426 0.220 0.799
H 0.637 -2.513 -0.185
H -2.937 -0.244 -1.063
H -0.914 1.910 -0.500
H -2.169 1.637 0.850
H 2.321 0.730 -0.892
H 2.743 -0.915 0.114
H 2.322 0.696 0.927
```

These are the natural (NBO) partial charges, in e, on atoms 1 to 2:
1. C -0.292
2. C -0.235

(7)
Density functional theory data (ωB97M-V/def2-TZVPD) for C6H7N in the gas phase.

Results
* frontier orbital gap: 10.431 eV
* ΔE to the lowest compared entry with this formula, charge and spin: 29.2 kcal per mole

XYZ file:
```
14
C6H7N (ωB97M-V/def2-TZVPD)
C -0.777 2.114 -0.079
C -0.211 0.668 -0.158
C -0.916 -0.504 -0.175
C -0.347 -1.726 0.033
C 1.043 -1.774 0.265
C 1.651 -0.560 0.022
H 0.097 2.756 -0.053
H -1.648 2.442 -0.808
H -1.271 2.374 1.008
H -2.061 -0.541 -0.129
H -0.926 -2.665 -0.101
H 1.564 -2.821 0.385
H 2.715 -0.396 -0.041
N 1.088 0.633 -0.169
```

These are the natural (NBO) partial charges, in e, on atoms 1 to 2:
1. C -0.651
2. C 0.211

(8)
Density functional theory data (ωB97M-V/def2-TZVPD) for C6H7N in the gas phase.

Results
* frontier orbital gap (alpha / beta): 8.084 / 8.082 eV
* ΔE to the lowest compared entry with this formula, charge and spin: 137.3 kcal per mole

XYZ file:
```
14
C6H7N (ωB97M-V/def2-TZVPD)
C -0.428 -1.691 0.335
C -0.360 0.105 -0.271
C 1.193 -0.071 -0.273
C 1.078 -1.525 0.167
C -1.307 -1.022 -0.453
C -1.061 1.451 0.114
N 2.133 0.723 -0.151
H 1.370 -1.637 1.242
H 1.399 -2.305 -0.486
H -2.393 -1.015 -0.592
H -2.034 1.519 -0.464
H -0.443 2.386 -0.237
H -1.149 1.381 1.117
H 2.003 1.701 -0.048
```

These are the natural (NBO) partial charges, in e, on atoms 1 to 2:
1. C 0.012
2. C -0.005

(9)
Density functional theory data (ωB97M-V/def2-TZVPD) for C6H7N in the gas phase.

Results
* frontier orbital gap: 9.911 eV
* ΔE to the lowest compared entry with this formula, charge and spin: 65.4 kcal per mole

XYZ file:
```
14
C6H7N (ωB97M-V/def2-TZVPD)
C -1.788 -0.349 -0.349
C -1.071 1.824 0.010
C 1.759 0.537 -0.264
C -0.791 0.509 -0.023
C 0.744 -0.249 0.060
C 0.522 -1.658 0.366
N -2.602 -1.114 -0.589
H -0.361 2.504 0.276
H -2.002 2.264 -0.151
H 2.685 0.090 -0.292
H 1.758 1.601 -0.480
H 1.425 -2.142 0.401
H -0.237 -2.119 -0.323
H -0.042 -1.698 1.356
```

These are the natural (NBO) partial charges, in e, on atoms 1 to 2:
1. C 0.235
2. C -0.279

(10)
Density functional theory data (ωB97M-V/def2-TZVPD) for C6H7N in the gas phase.

Results
* frontier orbital gap: 10.052 eV
* ΔE to the lowest compared entry with this formula, charge and spin: 39.8 kcal per mole

XYZ file:
```
14
C6H7N (ωB97M-V/def2-TZVPD)
N -1.250 -2.044 2.224
C -1.027 -1.175 1.494
C -0.698 -0.035 0.623
C -0.758 -0.304 -0.898
C 0.267 0.664 -1.461
C 1.262 0.671 -0.582
C 0.787 0.421 0.824
H -1.405 0.765 0.865
H -0.309 -1.295 -1.069
H -1.730 -0.271 -1.379
H 0.364 0.961 -2.501
H 2.288 0.579 -0.898
H 1.379 -0.307 1.386
H 0.830 1.370 1.372
```

These are the natural (NBO) partial charges, in e, on atoms 1 to 2:
1. N -0.330
2. C 0.294

no.,maximum force (eV/A)
1,4.1
2,8.4
3,2.8
4,4.9
5,1.1
6,3.2
7,4.3
8,5.2
9,5.7
10,1.3